No. 1
61
Properties=species:S:1:pos:R:3:nbo_charge:R:1 method="wB97M-V/def2-TZVPD" charge=-2 relative_energy_kj_mol=139.84 homo_ha=-0.0405 homo_lumo_gap_ev=4.1
Rb -0.74928 1.75115 1.00732 0.9169
C -2.76867 -0.62884 5.58926 -0.6858
C -2.22945 -0.42361 4.19818 0.1586
N -2.93175 -0.03913 3.19984 -0.1820
N -4.23983 0.28672 3.47576 -0.4783
C -5.11765 -0.08292 2.59015 0.2798
N -6.41110 0.39903 2.85371 -0.8421
S -4.97501 -1.14311 1.23408 -0.5543
C -0.77643 -0.68992 3.97494 0.1876
C 0.06165 -0.99245 5.05221 -0.2614
C 1.40029 -1.25811 4.81901 -0.1752
C 1.87677 -1.21898 3.52199 -0.2755
C 0.97832 -0.89228 2.51478 0.0655
N -0.30397 -0.63697 2.72649 -0.4195
H -3.84760 -0.51082 5.57660 0.2528
H -2.34688 0.10167 6.28536 0.2095
H -2.51465 -1.62452 5.96103 0.1999
H -6.38918 1.28644 3.33710 0.3667
H -6.98241 0.38493 2.02440 0.3764
H -0.32706 -1.00212 6.05921 0.2082
H 2.06401 -1.47867 5.64705 0.1968
H 2.91658 -1.40149 3.28724 0.2051
H 1.30654 -0.81410 1.48443 0.2039
N -2.19408 -0.42600 -0.59332 -0.8720
C -2.92403 -0.25787 -1.82656 -0.2182
C -2.15896 0.59096 -2.83794 -0.2091
N -1.74747 1.86048 -2.26915 -0.8341
H -1.39911 -1.04553 -0.67932 0.3430
H -2.79460 -0.75137 0.16384 0.4175
H -3.86518 0.24144 -1.57640 0.1997
H -3.20748 -1.20013 -2.32726 0.1453
H -2.79056 0.68169 -3.73884 0.1440
H -1.25213 0.05390 -3.14724 0.1558
H -2.51875 2.35466 -1.83731 0.3647
H -1.31167 2.47546 -2.94165 0.3549
O -0.28414 5.11377 2.87079 -0.7572
C -0.04495 4.51098 1.81188 0.6579
O -0.86145 4.31716 0.85652 -0.8556
C 1.35969 3.87424 1.60852 0.6664
O 2.23564 4.52846 1.01156 -0.7758
O 1.50019 2.67679 2.02461 -0.8691
N 5.45275 -3.38793 -7.77740 -0.3447
C 4.97659 -2.85353 -6.87593 0.2959
C 4.38121 -2.18831 -5.74825 -0.2225
C 3.01404 -2.31650 -5.50376 -0.1449
C 2.44403 -1.67441 -4.42264 -0.2513
C 3.23663 -0.91189 -3.56063 0.2976
C 4.60492 -0.78461 -3.81018 -0.2656
C 5.17286 -1.41347 -4.90066 -0.1317
N 2.66503 -0.28603 -2.45193 -0.4078
C 3.13440 0.83300 -1.76778 -0.1131
C 2.25990 1.06398 -0.75609 -0.0676
N 1.25744 0.10991 -0.79171 -0.4421
C 1.51822 -0.66819 -1.79123 0.1754
H 2.39786 -2.90580 -6.16865 0.2257
H 1.37850 -1.74564 -4.25887 0.2301
H 5.22379 -0.21144 -3.13556 0.2327
H 6.23308 -1.31609 -5.08840 0.2230
H 4.00645 1.37225 -2.09004 0.2147
H 2.25779 1.84798 -0.00191 0.2944
H 0.95028 -1.53424 -2.09126 0.1903

---

No. 2
58
Properties=species:S:1:pos:R:3:nbo_charge:R:1 method="wB97M-V/def2-TZVPD" charge=0 relative_energy_kj_mol=1.76 homo_ha=-0.2474 homo_lumo_gap_ev=7.0
Ag 0.33506 0.89486 -1.16704 0.7170
C -0.23533 3.95357 1.27424 -0.6246
C 0.00024 2.58819 1.89809 -0.2157
N 0.98201 1.77799 1.17918 -0.4857
C 2.25565 2.46091 0.93408 -0.2313
C 3.03783 2.88535 2.17423 -0.6417
C 1.13059 0.48278 1.83724 -0.2133
C 1.94848 -0.53565 1.05427 -0.2364
N 1.34924 -0.79274 -0.24080 -0.7826
C 1.64453 -1.94306 -0.87158 0.0995
C 0.84907 -2.37288 -1.96642 0.2381
F -0.16741 -1.57507 -2.38109 -0.3302
C 1.01694 -3.57560 -2.60326 0.3591
F 0.16671 -3.89521 -3.59843 -0.3203
C 2.00637 -4.47316 -2.24096 -0.4231
C 2.82450 -4.07118 -1.20588 0.3452
F 3.82903 -4.87744 -0.81114 -0.3176
C 2.67190 -2.86512 -0.55235 0.2511
F 3.59098 -2.56620 0.40070 -0.3331
H -1.11452 4.41710 1.72465 0.2113
H -0.39905 3.86403 0.19944 0.2140
H 0.60579 4.62973 1.43095 0.2068
H -0.93379 2.01984 1.89200 0.2017
H 0.28314 2.70906 2.95632 0.1653
H 2.04812 3.33254 0.31138 0.2029
H 2.86887 1.79894 0.32075 0.2088
H 2.47138 3.58226 2.79483 0.2017
H 3.95879 3.38556 1.87197 0.2197
H 3.31588 2.03166 2.79344 0.2074
H 0.11917 0.08866 1.97342 0.1937
H 1.56860 0.59045 2.84245 0.1717
H 1.97303 -1.44286 1.67193 0.1857
H 2.99365 -0.20645 0.99419 0.1809
H 2.14120 -5.41619 -2.74677 0.2424
S -0.31917 2.73224 -2.61495 -0.1702
C -1.83099 3.19222 -2.07342 -0.0435
N -2.55477 2.63947 -1.11575 -0.5940
C -3.92657 3.10580 -0.97407 -0.2237
C -3.92110 4.54137 -1.48043 -0.5349
S -2.66021 4.55574 -2.79141 0.3268
H -2.25181 1.78452 -0.64894 0.4614
H -4.23405 3.04129 0.06829 0.2235
H -4.59185 2.48013 -1.57565 0.2032
H -3.62759 5.24185 -0.70012 0.2234
H -4.88273 4.83745 -1.89092 0.2413
N -2.17114 0.04328 0.20799 -0.4468
C -1.91443 -1.07765 0.21011 0.3938
C -1.57939 -2.47224 0.19983 -0.1429
C -0.65766 -2.96128 1.12071 -0.1642
C -0.26120 -4.28512 1.04271 -0.2029
C -0.78499 -5.10920 0.05648 -0.1721
C -1.71540 -4.61968 -0.85120 -0.2114
C -2.11627 -3.29795 -0.78564 -0.1663
H -0.23382 -2.29794 1.86160 0.2274
H 0.47371 -4.66745 1.73811 0.2257
H -0.45612 -6.13772 -0.01274 0.2225
H -2.10834 -5.26262 -1.62688 0.2262
H -2.81077 -2.89115 -1.50776 0.2292

---

Number 1: strongest force on any atom 0.0234 hartree/bohr. Number 2: strongest force on any atom 0.0042 hartree/bohr.